Entry 1:
A 13-piece molecular cluster, C25H39F6N7O32 overall in a non-equilibrium geometry, computed with the ωB97M-V functional and the def2-TZVPD basis.

**Calculated total energy**: -4365.474115 a.u.
**LUMO level**: -0.6 eV
**E_HOMO**: -10.62 eV

```
! RIJCOSX wB97M-V def2-TZVPD def2/J DEFGRID3
* xyz 0 1
H -20.19711 -13.37562 2.24044
C -18.60977 -9.19467 1.68865
O -12.75774 -13.74422 4.52963
H -18.39882 -11.56004 13.77327
O -11.69883 -12.24418 3.19682
C -18.54743 -10.41506 11.96682
O -19.84969 -6.60290 5.34182
H -18.63435 -6.99374 11.61487
O -20.17313 -11.80202 12.70784
C -17.80048 -12.08227 6.66323
C -21.71834 -15.15626 6.25899
H -16.30571 -8.75958 7.42396
C -20.41203 -11.51862 11.41864
N -17.19746 -9.15075 5.45581
C -17.22027 -5.48658 10.92475
O -19.93242 -11.50421 4.07652
O -22.32373 -9.37364 6.83947
H -16.63592 -9.99574 1.85695
C -18.62442 -10.89704 7.18287
C -18.15380 -9.62991 -0.50009
C -22.06823 -10.40316 -0.14729
C -17.09225 -9.09202 1.44177
H -19.96760 -8.30355 7.67721
H -20.67653 -12.07722 -0.10944
H -18.35925 -14.53625 8.79355
O -17.18479 -14.65171 6.49814
H -20.63491 -7.79464 2.91305
H -22.26842 -15.01530 5.33852
H -17.34478 -4.47388 10.54793
H -15.18314 -11.81137 5.60522
H -16.26594 -17.51413 6.23630
H -18.28052 -9.35727 11.90218
N -16.82049 -13.86701 9.93235
H -20.70101 -8.16534 9.32140
O -13.38685 -11.60905 4.54750
O -19.51308 -10.59487 10.96674
O -18.39513 -9.82384 -1.64489
O -22.67750 -12.59274 0.14232
N -21.25990 -13.82738 6.76093
H -18.86853 -13.92044 10.39047
H -14.15517 -14.23739 6.09741
H -19.16932 -11.15710 8.08452
H -21.24195 -9.75582 -0.42585
N -19.42931 -15.17380 3.07256
H -19.58506 -10.18782 13.85426
O -18.21175 -7.03157 9.51731
O -22.86653 -10.85102 -1.25771
F -17.79252 -9.84464 7.38543
O -16.25410 -6.17515 10.19532
C -18.14940 -14.53996 9.86712
O -22.43604 -7.33449 7.51249
H -16.63826 -8.19519 1.84772
C -17.21243 -16.98123 6.29178
H -18.10999 -15.58307 10.15307
O -19.88202 -15.03284 4.18003
H -17.50596 -7.64649 6.80642
O -16.99730 -9.17241 0.02914
H -19.01815 -9.72755 2.54313
C -19.14070 -10.97189 13.24130
H -15.85909 -7.75689 5.99489
C -20.84696 -8.15026 3.91945
O -19.52495 -10.66730 6.12203
F -21.34195 -11.66201 1.71423
F -17.41165 -11.11504 11.62819
H -19.99633 -8.73244 4.25958
F -19.14015 -7.92026 1.72347
N -21.96497 -8.45208 7.53926
C -19.28852 -11.48824 5.06861
H -20.85617 -15.80735 6.28385
C -23.34819 -12.05780 -0.94826
H -14.75944 -13.95003 4.43342
O -21.88642 -12.86218 6.43975
O -17.78658 -8.60115 4.54902
H -17.98542 -17.43346 5.67532
H -22.70196 -9.81913 0.52088
C -18.46813 -6.36464 10.74057
H -19.33472 -5.70637 10.66918
N -20.87232 -6.94262 4.78030
O -21.39111 -11.86644 10.84368
C -21.58215 -11.69955 0.36997
H -18.98631 -14.27709 1.23776
O -18.18688 -12.20894 5.31791
C -19.27318 -13.94037 2.22937
H -21.81842 -8.62817 3.96039
C -20.74929 -8.64996 8.34933
O -16.29417 -7.59545 8.45915
C -14.17222 -12.20368 5.54926
C -16.86358 -7.02140 9.32176
F -16.95370 -5.48094 12.26406
C -16.65982 -8.27021 6.52419
O -19.13339 -16.20660 2.53380
H -16.73344 -11.86230 6.68394
N -17.10480 -15.61200 5.74952
H -20.68063 -9.68855 8.66347
O -16.94978 -15.52211 4.55565
C -12.49400 -12.49485 4.03614
O -19.04235 -9.79610 0.49643
O -16.94454 -10.33302 5.50837
O -24.14221 -12.64281 -1.60381
H -18.41581 -13.39704 2.62191
H -17.46612 -16.99744 7.34811
O -20.34662 -13.82939 7.57331
O -16.04354 -14.31227 10.75986
O -16.67605 -12.81965 9.33718
C -14.01308 -13.66996 5.17932
F -13.57096 -11.96166 6.75987
H -22.43763 -15.49619 7.00671
O -21.88166 -6.27961 4.76783
H -17.95144 -13.01684 7.19546
*
```

---

Entry 2:
C25H40AsBrF6N8O4SSi2Ta as an isolated structure in a non-equilibrium geometry, computed with the ωB97M-V functional and the def2-TZVPD basis.

**Calculated total energy**: -8158.992762 a.u.
**LUMO level (alpha / beta)**: -1.3 / -3.0 eV
**E_HOMO (alpha / beta)**: -8.17 / -8.17 eV

```
! RIJCOSX wB97M-V def2-TZVPD def2/J DEFGRID3
* xyz 0 2
H 1.57614 1.75712 2.45531
H 3.36659 -0.24594 -0.78323
C 3.32440 0.66263 -4.14761
O 1.24747 -0.51836 1.64553
O 2.09063 1.33509 -0.15760
H -3.24712 -2.86345 1.19428
C 2.90602 -4.00431 -0.47387
H -2.29911 1.59545 0.70883
Ta 0.12111 0.16295 -0.61653
H -3.06088 -5.24359 0.63854
H 2.22162 -3.44361 2.30913
H -1.38227 0.38390 3.83609
H -5.21068 0.03471 0.14695
N -1.26774 -0.25422 3.05025
H 1.72616 -3.90036 -3.41199
H -3.94717 0.35573 -1.01673
C -4.23857 -0.31004 -0.20336
H 2.17610 -4.47149 0.17848
C -1.32696 -0.42344 -2.32273
F -3.98329 2.80409 -0.72994
C 4.30833 3.17449 -4.19192
Si -2.94075 -0.31291 1.24163
H -2.48806 1.98955 2.47480
H 2.54521 3.76347 -3.08566
H -0.82081 -1.05916 -3.04544
C -1.41535 -2.29657 0.25415
H -0.43558 0.02369 2.51514
N 4.63446 0.95530 1.70564
F -2.16681 4.46274 -1.04989
C 4.26076 -2.34744 2.43220
H 3.78164 -3.77615 0.12620
H -1.62950 0.47212 -2.85801
C 4.08286 -0.03887 1.88927
C 2.05787 -1.43530 1.95330
C 1.46685 1.32113 -2.60081
C 3.44866 -1.25609 2.12270
O 1.32489 0.10110 -2.29941
H 2.80989 4.39241 -0.98009
H 2.93907 -2.70467 -3.79214
H -4.39233 -1.29636 -0.63937
Si 2.28240 -2.43397 -1.39997
H 3.93380 3.14855 -0.35673
C -2.38993 -3.22509 0.65733
H 1.24481 -2.23926 -3.69319
C -0.25593 -2.78077 -0.45288
N 4.90404 -3.27662 2.65784
H -1.15657 -6.04908 -0.72054
H 3.20995 -4.74964 -1.20299
C 4.95938 2.10161 -4.79053
C 2.04369 2.65408 2.06666
H -4.80942 -1.56924 2.31719
C -2.28784 -4.55729 0.33743
Br 5.09818 4.90150 -4.21791
H 2.95257 -0.34942 -4.15001
F -0.38849 1.35962 0.83125
H -4.01437 1.91135 1.49621
C 3.08054 3.77959 -0.12834
H -2.23054 -0.94694 -2.02501
H 5.90648 2.22758 -5.29580
C 2.01275 -2.86569 -3.25065
N 1.56014 -2.68667 2.22169
C -0.22558 -4.14123 -0.81385
H 0.57425 -4.48770 -1.44199
H 3.30641 4.42758 0.71075
H 4.49704 -1.56872 -0.57798
N 4.45334 0.88329 -4.79105
S 1.65594 2.70824 0.29611
F -1.01706 3.74321 0.97861
N -1.09299 -1.55990 3.61943
C 3.10591 2.96293 -3.53823
C 3.70430 -1.18234 -1.21165
C 2.61943 1.66287 -3.47858
H 1.63592 3.54101 2.53591
N -1.49639 -0.96816 0.47747
H -3.46589 -1.54500 3.43967
F -3.43169 4.37698 1.10165
O 0.71413 2.17814 -2.12051
As -2.45310 3.21246 0.11195
C -4.00407 -0.95826 2.70725
H 4.15134 -0.95885 -2.17568
H 0.66283 -2.90649 1.81711
H -0.13458 -1.69089 3.94163
H -4.46731 -0.13250 3.23652
C -2.96384 1.65666 1.56297
C -1.21249 -5.01320 -0.42745
H 3.12011 2.57593 2.17388
N 0.71459 -1.88976 -0.73704
H -1.26385 -2.24129 2.88452
F -1.67279 2.06249 -1.08334
*
```

---

Entry 3:
C25H40BIrO4 as an isolated structure in a non-equilibrium geometry, computed with the ωB97M-V functional and the def2-TZVPD basis.

**Calculated total energy**: -1406.213655 a.u.
**LUMO level (alpha / beta)**: -1.9 / -6.5 eV
**E_HOMO (alpha / beta)**: -7.10 / -11.66 eV

```
! RIJCOSX wB97M-V def2-TZVPD def2/J DEFGRID3
* xyz 1 6
C 0.10792 -1.05304 -3.33044
C -1.70802 -1.19380 1.20215
H 0.27828 -0.96087 -6.49395
H 2.37072 -0.27357 0.28430
H -2.20660 1.28141 6.05361
H 2.99869 -1.90958 -1.53725
H 1.95544 -0.44285 -6.26329
C -1.55846 2.31808 3.43335
H -0.68626 -1.66993 -3.76172
Ir 0.23142 -1.28450 2.11201
H 2.92073 -2.11026 -3.29718
O 0.55044 -0.86193 -1.26099
H 0.96558 2.78994 -5.62176
H -3.57196 2.09567 2.69356
H 2.18656 -2.96778 0.47471
H 1.87015 0.89547 -8.17307
H -1.89570 4.42411 3.72903
H 1.27492 2.40556 5.52473
C 0.18543 2.07553 -5.92634
C 1.02459 -1.75561 -2.30770
C 2.16925 -0.28525 2.52517
C 0.12174 1.99777 -7.46143
H -2.04111 -0.19313 0.94689
O 0.53139 0.78342 -5.38964
B -0.36928 0.44586 3.01524
C -1.30542 -3.12993 2.46513
C -0.33582 -0.16610 -2.17277
H 2.75075 -0.48029 -2.57803
H 0.31380 0.09323 -8.55838
C -1.61746 -2.33255 0.32511
H 1.83560 -3.60656 3.08297
H 2.26618 0.76301 2.78419
H -3.16381 0.89670 3.94482
H -2.13976 -1.25645 3.45147
H -0.92198 1.93247 -7.79262
H -1.64388 2.94972 6.30924
C 1.96049 -2.60532 2.68487
C -1.32947 1.93990 6.03159
H -1.14059 -3.80273 3.30496
H 0.63896 -0.49708 -4.09977
C 0.58652 2.84667 4.79509
C 2.13907 -2.26819 1.30128
H 0.60127 2.86310 -7.92268
C -3.02580 1.94477 3.63585
H -0.61882 1.58576 6.79229
C -0.65051 1.96147 4.67842
C 2.24756 -0.83632 1.20092
O -0.22215 0.62116 4.39356
H 1.82642 -1.30084 4.52439
H -2.12757 3.86201 2.06511
C 0.67666 -3.19830 -2.03790
C 2.51475 -1.54555 -2.45132
C -1.67787 -1.73441 2.58982
H -0.40704 -3.36209 -2.09322
H -1.37830 -0.29245 -1.85763
C -1.50553 3.75127 2.96112
H -1.82454 -2.29396 -0.73749
C -1.36181 -3.48455 1.08439
H -0.75930 2.40063 -5.47346
C 0.93940 -0.07861 -6.48055
H 0.31600 3.84759 5.15136
H -0.06190 0.89168 -2.29791
H 1.03804 -3.48815 -1.03940
C 1.94857 -1.38244 3.44804
H 1.17482 -3.83274 -2.78484
H 1.11983 2.94770 3.83829
H -1.28283 -4.49892 0.69670
C 0.85730 0.68025 -7.81353
H -0.47840 4.03980 2.71011
O -1.00156 1.50626 2.38107
H -3.47578 2.59865 4.38934
*
```